DFT (ωB97M-V/def2-TZVPD) results for a cluster of 6 separate species, C12H38NO10 in total in a non-equilibrium geometry.

```
61
Properties=species:S:1:pos:R:3:nbo_charge:R:1
O 0.765 0.181 -0.216 -0.853
H 0.495 0.033 0.726 0.563
H 1.510 -0.397 -0.558 0.558
H 1.016 1.159 -0.365 0.562
C 1.552 5.144 -0.911 -0.628
C 0.996 3.779 -0.466 -0.064
C -0.449 3.590 -0.977 -0.075
O -0.805 2.223 -0.880 -0.566
C -2.213 2.066 -0.679 -0.250
N 1.910 2.647 -0.823 -0.844
H 2.532 5.287 -0.454 0.215
H 0.923 5.934 -0.498 0.229
H 1.596 5.212 -1.997 0.211
H 0.973 3.858 0.624 0.185
H -0.455 3.800 -2.052 0.174
H -1.094 4.274 -0.426 0.193
H -2.495 2.432 0.310 0.173
H -2.416 1.001 -0.775 0.203
H -2.769 2.592 -1.457 0.183
H 2.786 2.886 -0.357 0.373
H 2.164 2.862 -1.790 0.372
C 2.048 0.865 2.785 -0.096
C 0.682 0.597 3.369 -0.095
O -0.271 0.573 2.304 -0.781
O 2.474 -0.238 1.968 -0.747
H 2.790 1.051 3.563 0.191
H 2.032 1.752 2.151 0.182
H 0.434 1.378 4.095 0.185
H 0.641 -0.365 3.888 0.172
H -1.153 0.441 2.718 0.520
H 2.944 -0.847 2.545 0.480
C -3.289 -1.352 2.762 -0.104
C -2.486 -2.081 1.686 -0.098
O -1.233 -2.540 2.231 -0.743
O -2.690 -0.310 3.514 -0.722
H -3.690 -2.099 3.464 0.164
H -4.231 -1.018 2.317 0.200
H -2.258 -1.342 0.918 0.189
H -3.100 -2.898 1.312 0.194
H -1.483 -3.189 2.902 0.470
H -2.253 -0.740 4.258 0.481
C -1.145 -2.838 -3.202 -0.089
C -1.444 -1.402 -2.718 -0.086
O -2.848 -1.221 -2.771 -0.733
O -1.542 -2.916 -4.569 -0.740
H -1.771 -3.542 -2.654 0.184
H -0.097 -3.104 -3.054 0.162
H -0.987 -0.710 -3.437 0.157
H -1.015 -1.189 -1.739 0.182
H -3.170 -1.635 -3.580 0.484
H -0.774 -2.956 -5.143 0.479
C 2.630 -2.601 -1.505 -0.100
C 2.049 -3.096 -0.199 -0.100
O 0.635 -3.057 -0.123 -0.732
O 2.631 -1.171 -1.602 -0.750
H 2.000 -3.016 -2.300 0.186
H 3.613 -3.056 -1.625 0.196
H 2.503 -2.586 0.658 0.169
H 2.354 -4.143 -0.077 0.179
H 0.435 -3.020 0.820 0.496
H 3.514 -0.944 -1.907 0.501
```

For the energy above the lowest of the compared OMol25 structures with the same formula, charge and spin, the calculation gives 0.0 kcal/mol. Its total charge is +1. For the HOMO energy, the calculation gives -11.90 eV. As for the HOMO-LUMO gap: 0.35920 Ha.



DFT (ωB97M-V/def2-TZVPD) results for a cluster of 7 separate species, C12H38O12 in total in a non-equilibrium geometry.

```
62
Properties=species:S:1:pos:R:3:nbo_charge:R:1
O 7.935 10.107 7.672 -0.805
C 6.956 10.734 6.712 -0.095
C 5.614 11.059 7.320 -0.098
O 4.981 9.935 7.952 -0.778
H 7.605 9.233 8.033 0.502
H 7.563 11.591 6.449 0.199
H 6.903 10.078 5.816 0.178
H 4.913 11.358 6.516 0.192
H 5.728 11.808 8.114 0.176
H 5.275 9.861 8.906 0.508
O 8.616 14.058 13.958 -0.731
C 8.253 15.389 13.547 -0.112
C 8.517 15.720 12.113 -0.098
O 7.764 14.856 11.246 -0.747
H 9.491 13.893 13.552 0.477
H 7.150 15.355 13.708 0.196
H 8.629 16.099 14.257 0.171
H 9.615 15.629 11.847 0.161
H 8.136 16.743 11.841 0.197
H 8.188 14.004 11.212 0.484
O 6.803 7.796 8.480 -0.750
C 6.997 7.380 9.794 -0.074
C 7.074 8.593 10.722 -0.095
O 5.960 9.466 10.579 -0.783
H 5.962 8.150 8.230 0.513
H 6.215 6.598 10.132 0.172
H 8.037 6.924 9.972 0.187
H 8.009 9.036 10.485 0.179
H 7.118 8.182 11.806 0.162
H 6.112 10.254 11.175 0.524
O 10.084 12.647 6.195 -0.721
C 9.209 13.583 5.606 -0.084
C 8.623 14.440 6.674 -0.078
O 7.832 15.419 6.048 -0.728
H 10.417 12.037 5.505 0.479
H 9.660 14.339 4.874 0.167
H 8.424 13.088 5.010 0.164
H 9.396 14.969 7.236 0.167
H 7.930 13.920 7.345 0.164
H 7.676 16.143 6.696 0.474
O 9.165 10.984 9.959 -0.791
C 9.805 12.144 9.646 -0.074
C 10.771 12.584 10.766 -0.080
O 9.958 12.448 11.976 -0.775
H 8.664 10.647 9.139 0.526
H 10.382 12.015 8.717 0.190
H 9.081 13.065 9.550 0.131
H 11.052 13.622 10.742 0.183
H 11.737 12.052 10.814 0.173
H 9.695 11.538 12.171 0.480
C 6.521 11.404 13.742 -0.256
O 6.858 11.521 12.341 -0.755
H 5.606 10.860 13.933 0.186
H 7.312 10.974 14.268 0.168
H 6.499 12.412 14.133 0.199
H 7.798 11.531 12.273 0.481
C 4.815 15.764 11.947 -0.262
O 4.745 14.450 12.520 -0.737
H 5.796 15.939 11.488 0.181
H 4.189 15.919 11.038 0.160
H 4.636 16.431 12.760 0.176
H 5.404 13.902 12.035 0.480
```

For the energy above the lowest of the compared OMol25 structures with the same formula, charge and spin, the calculation gives 16.2 kcal/mol. As for the structure (SMILES): OCCO.OCCO.OCCO.OCCO.OCCO.CO.CO. For the HOMO energy, the calculation gives -9.87 eV. As for the HOMO-LUMO gap: 0.38240 Ha.



DFT (ωB97M-V/def2-TZVPD) results for a cluster of 6 separate species, C12H39N3O6 in total in a non-equilibrium geometry.

```
60
Properties=species:S:1:pos:R:3:nbo_charge:R:1
C 5.976 3.037 0.489 -0.251
O 5.447 4.175 -0.248 -0.568
C 4.144 3.984 -0.926 -0.075
C 3.719 5.204 -1.769 -0.058
C 2.231 4.980 -2.354 -0.617
N 4.721 5.308 -2.799 -0.834
H 6.133 2.165 -0.146 0.165
H 5.425 2.653 1.348 0.174
H 6.995 3.286 0.786 0.195
H 4.231 3.093 -1.548 0.155
H 3.329 3.704 -0.258 0.165
H 3.796 5.989 -1.017 0.193
H 1.958 5.827 -2.982 0.223
H 1.493 4.872 -1.559 0.215
H 2.267 4.113 -3.014 0.202
H 5.569 4.986 -2.354 0.366
H 4.557 4.676 -3.570 0.349
C 0.969 2.321 4.609 -0.244
O 0.431 1.531 3.530 -0.558
C -1.031 1.586 3.475 -0.099
C -1.608 1.316 2.066 -0.078
C -3.133 1.319 2.031 -0.620
N -1.112 0.040 1.784 -0.808
H 0.369 3.230 4.647 0.172
H 1.994 2.552 4.320 0.192
H 0.986 1.880 5.606 0.171
H -1.443 0.956 4.264 0.166
H -1.575 2.438 3.882 0.173
H -1.207 1.974 1.295 0.193
H -3.589 1.662 1.102 0.231
H -3.566 2.044 2.721 0.207
H -3.461 0.378 2.473 0.210
H -0.215 -0.026 2.246 0.362
H -1.620 -0.572 2.407 0.332
C -1.835 -5.053 3.542 -0.250
O -2.870 -4.677 2.611 -0.562
C -3.559 -5.804 1.983 -0.066
C -3.387 -5.613 0.391 -0.057
C -1.924 -5.718 -0.088 -0.636
N -3.909 -4.333 -0.030 -0.832
H -2.002 -5.905 4.201 0.172
H -1.625 -4.226 4.220 0.189
H -0.935 -5.296 2.978 0.167
H -3.118 -6.765 2.245 0.170
H -4.627 -5.817 2.200 0.192
H -4.118 -6.262 -0.090 0.188
H -1.584 -6.717 0.183 0.198
H -1.396 -4.977 0.513 0.211
H -1.774 -5.576 -1.158 0.214
H -3.333 -3.585 0.331 0.353
H -3.820 -4.308 -1.035 0.351
O -4.578 -2.262 -5.469 -0.940
H -3.760 -1.883 -5.145 0.475
H -4.966 -1.572 -6.006 0.465
O 2.522 0.599 -8.260 -0.936
H 2.035 0.406 -9.061 0.468
H 3.439 0.620 -8.535 0.468
O -0.978 -0.861 -3.841 -0.944
H -0.892 -0.554 -2.939 0.473
H -0.189 -0.542 -4.280 0.471
```

For the energy above the lowest of the compared OMol25 structures with the same formula, charge and spin, the calculation gives 68.6 kcal/mol. As for the structure (SMILES): COC[C@H](C)N.COC[C@H](C)N.COC[C@H](C)N.O.O.O. For the HOMO energy, the calculation gives -8.81 eV. As for the HOMO-LUMO gap: 0.33828 Ha.